[1]
# C60H51BiCl3NO5P2S4Si

A molecular structure, C60H51BiCl3NO5P2S4Si in a non-equilibrium geometry (ωB97M-V/def2-TZVPD, OMol25).

CARTESIAN COORDINATES (ANGSTROEM)
1 Bi 0.907839 -1.030473 0.023773
2 O -4.556269 2.478883 0.794775
3 S -3.657128 1.356810 1.173004
4 C -3.804001 0.217073 -0.242144
5 C -4.471894 -0.941787 0.149423
6 C -5.038308 -1.789902 -0.783912
7 C -5.019891 -1.426087 -2.120056
8 C -4.345343 -0.282189 -2.515766
9 C -3.675840 0.537837 -1.604286
10 P -2.657828 1.952371 -2.243500
11 C -4.061195 2.824697 -3.098759
12 C -5.034546 3.371074 -2.258267
13 C -6.124816 4.047980 -2.782017
14 C -6.266167 4.192870 -4.155293
15 C -5.299614 3.664926 -4.994243
16 C -4.200031 2.991561 -4.475088
17 C -1.796533 1.223155 -3.702097
18 C -1.694461 -0.128441 -4.019479
19 C -1.148808 -0.531629 -5.231034
20 C -0.643316 0.405800 -6.118245
21 C -0.612540 1.742488 -5.750601
22 C -1.187275 2.145540 -4.555971
23 C -1.985386 2.054400 1.218961
24 C -1.825333 3.361388 0.796734
25 C -0.637046 4.025578 1.045516
26 C 0.394109 3.368095 1.694168
27 C 0.249799 2.052045 2.113589
28 C -0.966041 1.391730 1.949092
29 P -1.327562 -0.304119 2.598990
30 C -0.079537 -0.609305 3.924184
31 C 0.390604 0.387859 4.778996
32 C 1.296513 0.078673 5.778985
33 C 1.727723 -1.229072 5.953522
34 C 1.217080 -2.235119 5.149991
35 C 0.311607 -1.927333 4.143909
36 C -2.643598 0.092007 3.841747
37 C -3.431178 -0.975317 4.262752
38 C -4.433170 -0.782175 5.203186
39 C -4.652556 0.480369 5.731746
40 C -3.862954 1.546174 5.320263
41 C -2.861535 1.355858 4.381172
42 H -4.546502 -1.167194 1.208209
43 H -5.520849 -2.706094 -0.470021
44 H -5.528864 -2.028413 -2.861969
45 H -4.344992 0.000240 -3.560063
46 H -4.954280 3.242681 -1.186333
47 H -6.866062 4.462732 -2.110092
48 H -7.122076 4.714685 -4.564135
49 H -5.394431 3.775066 -6.067986
50 H -3.462635 2.592478 -5.155059
51 H -2.055500 -0.881979 -3.335691
52 H -1.133108 -1.586586 -5.478257
53 H -0.245476 0.091829 -7.074348
54 H -0.163457 2.473458 -6.412061
55 H -1.182234 3.196767 -4.286415
56 H -2.655033 3.853032 0.304913
57 H -0.526805 5.060359 0.746185
58 H 1.314875 3.890753 1.920540
59 H 1.077602 1.551742 2.601115
60 H 0.049260 1.408642 4.668554
61 H 1.667683 0.862761 6.427810
62 H 2.462410 -1.464568 6.713183
63 H 1.536857 -3.260776 5.285884
64 H -0.085962 -2.714510 3.520032
65 H -3.255736 -1.961522 3.844985
66 H -5.048706 -1.616459 5.515265
67 H -5.443166 0.638377 6.453787
68 H -4.033489 2.534057 5.729457
69 H -2.265593 2.202627 4.061149
70 O 2.833391 1.724270 -0.285792
71 S 3.641622 2.845164 0.273082
72 C 3.500175 4.144291 -1.007003
73 C 4.162803 3.959499 -2.368209
74 C 4.006155 2.628636 -3.127073
75 C 2.583856 2.077300 -3.346936
76 S 2.572051 0.322747 -2.795888
77 O 1.147693 0.007113 -2.375192
78 C 2.731038 -0.457923 -4.414830
79 C 3.522975 0.073303 -5.425417
80 C 3.671442 -0.621161 -6.616600
81 C 3.040021 -1.844491 -6.794290
82 C 2.288431 -2.390389 -5.764428
83 C 2.143918 -1.704538 -4.568003
84 C 5.357845 2.364604 0.052708
85 C 6.388034 3.294231 0.095018
86 C 7.699522 2.858582 -0.018486
87 C 7.973626 1.502526 -0.143387
88 C 6.937907 0.577976 -0.158526
89 C 5.622623 1.009535 -0.064749
90 H 3.864479 5.062288 -0.539448
91 H 2.416018 4.219009 -1.112352
92 H 5.236200 4.121990 -2.260962
93 H 3.766315 4.759645 -3.000256
94 H 4.584176 1.862389 -2.603725
95 H 4.490278 2.783107 -4.093100
96 H 2.266991 2.118905 -4.386509
97 H 1.832263 2.567623 -2.729337
98 H 4.032395 1.019462 -5.294757
99 H 4.283579 -0.205636 -7.406647
100 H 3.147234 -2.374316 -7.732065
101 H 1.804678 -3.350556 -5.891624
102 H 1.580593 -2.127903 -3.748847
103 H 6.173932 4.350897 0.213594
104 H 8.508226 3.577515 0.001542
105 H 8.998787 1.164602 -0.224791
106 H 7.147283 -0.481150 -0.232346
107 H 4.798816 0.305475 -0.083261
108 Cl 2.722157 -2.312712 -1.142999
109 Si -0.397221 -3.363039 -0.181157
110 Cl 0.856285 -4.962600 -0.050872
111 Cl -1.769424 -3.655460 1.334900
112 S -1.651867 -3.811538 -1.999490
113 C -2.799310 -4.835314 -1.324793
114 N -3.626579 -5.528764 -0.917348
115 O 2.977900 -0.325805 2.133231
116 C 2.900816 -1.549380 2.136213
117 O 1.909524 -2.205038 1.606088
118 C 3.977143 -2.400737 2.724198
119 C 4.810322 -1.873444 3.704737
120 C 5.823056 -2.648851 4.243960
121 C 6.018050 -3.947298 3.787606
122 C 5.210344 -4.459096 2.781645
123 C 4.180777 -3.693040 2.253910
124 H 4.647590 -0.853583 4.028613
125 H 6.462578 -2.240141 5.016230
126 H 6.805492 -4.560324 4.207490
127 H 5.389048 -5.458866 2.406427
128 H 3.551574 -4.075511 1.460501

Atomic forces in eV per Å
1.073 0.296 -0.049
0.022 0.314 0.115
-0.061 -0.114 -0.525
0.169 0.060 -0.051
0.219 0.012 0.211
-0.078 -0.089 -0.092
0.015 -0.012 -0.044
0.018 0.144 0.139
0.187 -0.148 0.011
-0.438 0.031 -0.139
0.129 0.092 -0.007
-0.030 0.015 -0.029
0.010 -0.023 0.017
0.007 0.024 0.031
0.023 0.019 -0.107
-0.076 -0.048 0.137
0.027 -0.006 0.162
-0.030 0.057 -0.077
-0.005 0.001 0.046
0.156 -0.140 0.049
-0.029 0.061 -0.064
0.098 0.000 0.119
0.355 -0.317 0.411
-0.218 -0.080 -0.064
0.093 0.062 0.039
0.111 0.038 -0.034
-0.091 -0.092 0.022
-0.440 0.035 -0.251
0.150 0.450 0.792
0.185 0.049 -0.207
0.066 -0.087 0.000
-0.004 0.124 0.040
0.032 -0.089 -0.021
0.031 -0.046 0.009
0.000 0.147 -0.062
-0.256 -0.184 -0.324
0.035 0.042 -0.035
-0.002 -0.038 0.027
-0.019 0.021 -0.023
0.002 -0.001 0.039
0.023 -0.029 0.023
-0.035 0.014 -0.015
-0.013 0.017 0.024
0.030 -0.040 0.024
0.043 -0.038 -0.060
0.032 0.005 0.057
-0.004 -0.026 -0.007
0.014 0.003 -0.012
-0.005 -0.008 0.013
-0.011 -0.048 -0.044
-0.123 -0.048 0.034
0.048 0.025 -0.010
0.060 -0.009 0.002
-0.031 0.032 0.010
-0.031 0.018 -0.034
0.007 -0.011 0.025
0.011 -0.010 -0.007
0.060 -0.017 -0.087
0.000 0.004 -0.011
0.008 0.002 0.001
0.000 -0.007 -0.018
-0.036 0.007 0.032
-0.006 0.013 0.016
0.050 -0.067 -0.109
-0.058 -0.005 0.008
0.018 -0.002 0.001
0.013 -0.007 0.007
0.007 -0.002 -0.012
0.004 -0.002 -0.028
-0.248 -0.311 0.088
-0.037 -0.023 -0.648
0.130 -0.104 0.185
-0.065 -0.240 -0.151
-0.091 0.024 0.236
0.241 -0.083 0.219
-0.454 0.383 -0.500
0.025 0.021 0.161
0.212 -0.097 0.176
-0.009 0.057 0.041
-0.015 -0.010 -0.013
0.044 0.010 -0.022
-0.068 0.032 -0.021
-0.103 0.011 0.030
0.032 0.024 0.075
-0.017 0.065 0.033
-0.011 0.020 0.025
0.000 -0.084 -0.021
0.054 0.101 0.007
-0.156 -0.104 -0.030
-0.100 0.072 -0.064
-0.043 0.047 0.165
-0.003 0.114 -0.066
0.106 0.083 0.020
0.111 0.055 -0.010
0.037 -0.093 0.002
-0.115 0.025 0.025
-0.001 -0.142 0.106
-0.028 -0.011 -0.031
-0.018 0.012 0.001
0.003 -0.016 0.019
0.032 -0.005 0.012
-0.081 0.011 -0.018
0.021 -0.011 -0.002
-0.003 -0.003 -0.007
-0.005 0.015 0.014
0.007 0.011 -0.032
-0.012 0.016 0.034
0.086 0.141 -0.185
-0.942 -0.870 -0.088
0.202 -0.204 0.026
0.086 0.102 0.065
0.531 0.626 -0.019
-0.275 -0.222 0.140
0.088 0.076 -0.062
-0.109 0.017 -0.103
0.056 0.300 0.121
-0.531 -0.117 -0.013
0.003 -0.080 -0.014
-0.046 0.062 -0.029
0.002 -0.017 0.030
-0.008 0.030 -0.039
0.016 -0.053 0.005
0.033 -0.008 0.010
-0.005 -0.004 0.022
-0.005 -0.020 0.001
0.020 0.028 0.001
-0.042 -0.001 0.009
-0.047 0.001 0.053

Properties
Total charge: 0
HOMO-LUMO gap in eV: 7.664
HOMO in eV: -8.1
Electronic energy in eV: -187981.88884
Energy above the lowest of the compared OMol25 structures with the same formula, charge and spin in eV: 0.2999

Atomic partial charges in e from the natural (NBO) method, atoms 1 to 6: 1.536, -0.979, 1.283, -0.257, -0.219, -0.142



[2]
# C60H58CoGe2N3O2S4

A molecular structure, C60H58CoGe2N3O2S4 in a non-equilibrium geometry (ωB97M-V/def2-TZVPD, OMol25).

CARTESIAN COORDINATES (ANGSTROEM)
1 Co 0.539333 2.269227 -2.253946
2 O -0.540890 5.941457 -3.722427
3 C -0.403791 4.845489 -3.216301
4 N 0.742077 4.181534 -2.897272
5 C 1.967253 4.745816 -2.754009
6 O 2.286552 5.919874 -2.777760
7 C 3.005810 3.680453 -2.473860
8 C 4.349056 4.003688 -2.393735
9 C 5.260774 3.006015 -2.091296
10 C 4.796112 1.715147 -1.886651
11 C 3.436605 1.471396 -1.990652
12 N 2.564519 2.432566 -2.278162
13 C -1.598290 3.975479 -2.904495
14 C -2.861632 4.510391 -2.737951
15 C -3.915785 3.661388 -2.440782
16 C -3.665589 2.300771 -2.337162
17 C -2.375077 1.842786 -2.520293
18 N -1.358813 2.660355 -2.791615
19 H 4.642820 5.029596 -2.565189
20 H 6.316875 3.231318 -2.009381
21 H 5.469466 0.901151 -1.656057
22 H 3.028953 0.482408 -1.831052
23 H -2.987406 5.579092 -2.843090
24 H -4.915767 4.051662 -2.297016
25 H -4.450223 1.591824 -2.115185
26 H -2.144253 0.787630 -2.461287
27 C 6.207421 1.583387 1.020905
28 C 4.897700 1.555306 1.764673
29 C 4.417114 0.381272 2.328410
30 C 3.193374 0.339467 2.981374
31 C 2.676149 -0.952144 3.555234
32 C 2.431781 1.511839 3.079474
33 C 2.921798 2.716385 2.561380
34 C 2.195264 4.023930 2.734079
35 C 4.144951 2.711617 1.898115
36 C 1.106604 1.466661 3.763766
37 C 1.041734 1.662987 5.139317
38 C -0.176231 1.635831 5.795860
39 C -1.338278 1.429118 5.071772
40 C -1.299706 1.241198 3.690121
41 C -0.060495 1.233313 3.030222
42 Ge 0.119931 0.913284 1.056131
43 S 0.354316 2.803587 0.000700
44 S 1.719046 -0.593123 0.445865
45 Ge 0.138643 -1.122918 -1.144712
46 S 0.546002 -0.026454 -2.963298
47 S -1.554139 -0.330645 0.170932
48 C -0.205975 -3.056869 -1.575951
49 C -1.324676 -3.379474 -2.359753
50 C -1.551906 -4.700475 -2.739472
51 C -0.686180 -5.708247 -2.352563
52 C 0.411653 -5.395256 -1.571020
53 C 0.658404 -4.081683 -1.174656
54 C 1.850571 -3.866121 -0.302956
55 C 3.119865 -3.720450 -0.861153
56 C 3.322522 -3.618770 -2.352327
57 C 4.227084 -3.666122 -0.016594
58 C 4.095671 -3.768418 1.357199
59 C 5.301657 -3.755758 2.259225
60 C 2.818708 -3.884686 1.896677
61 C 1.693438 -3.922598 1.091320
62 C 0.319650 -3.998066 1.698045
63 C -2.345119 -2.376108 -2.791450
64 C -3.438191 -2.083863 -1.969310
65 C -3.630343 -2.723444 -0.616848
66 C -4.416755 -1.204074 -2.432409
67 C -4.343998 -0.635891 -3.691888
68 C -5.409747 0.301038 -4.195758
69 C -3.265283 -0.965145 -4.507476
70 C -2.273769 -1.835898 -4.086022
71 C -1.164084 -2.230375 -5.020338
72 C -2.612478 1.060635 2.999523
73 C -3.201414 -0.203302 2.927596
74 C -2.504892 -1.437831 3.438906
75 C -4.457658 -0.336141 2.342522
76 C -5.135258 0.755378 1.829373
77 C -6.500872 0.604885 1.210485
78 C -4.541332 2.009754 1.921906
79 C -3.297151 2.187057 2.510887
80 C -2.725645 3.569292 2.660167
81 H 6.721217 0.624745 1.093689
82 H 6.864054 2.359729 1.417956
83 H 6.036378 1.802079 -0.035558
84 H 5.002403 -0.527883 2.239426
85 H 3.430794 -1.735711 3.485110
86 H 1.791336 -1.277797 3.000942
87 H 2.389895 -0.832592 4.601174
88 H 1.212713 3.887051 3.178977
89 H 2.060240 4.510215 1.769241
90 H 2.777708 4.690400 3.377066
91 H 4.512777 3.640376 1.471691
92 H 1.958834 1.842630 5.689458
93 H -0.221917 1.782250 6.868441
94 H -2.300843 1.415705 5.570693
95 H -2.430406 -4.927202 -3.333110
96 H -0.874348 -6.733419 -2.648129
97 H 1.092146 -6.173989 -1.245190
98 H 2.377013 -3.501576 -2.877319
99 H 3.820343 -4.512329 -2.737130
100 H 3.951636 -2.758988 -2.589258
101 H 5.215725 -3.549174 -0.450645
102 H 6.225391 -3.783381 1.681446
103 H 5.289119 -4.614820 2.932480
104 H 5.312723 -2.854853 2.875813
105 H 2.701117 -3.939102 2.974309
106 H 0.377968 -4.124703 2.779436
107 H -0.257044 -4.822663 1.274266
108 H -0.230156 -3.073326 1.494148
109 H -2.849028 -3.448352 -0.399567
110 H -4.597445 -3.231263 -0.579030
111 H -3.616610 -1.963999 0.166208
112 H -5.255837 -0.968925 -1.782832
113 H -6.197289 0.439497 -3.454474
114 H -5.865075 -0.087779 -5.108633
115 H -4.977533 1.276652 -4.428986
116 H -3.202206 -0.529428 -5.499760
117 H -1.154119 -1.583417 -5.896968
118 H -1.291524 -3.265267 -5.350132
119 H -0.197690 -2.149250 -4.525976
120 H -1.510409 -1.211664 3.816636
121 H -2.406165 -2.167789 2.632072
122 H -3.083890 -1.899609 4.242536
123 H -4.906025 -1.323656 2.280233
124 H -6.821743 -0.436805 1.215008
125 H -6.501907 0.959379 0.177476
126 H -7.238067 1.195199 1.758842
127 H -5.067863 2.877222 1.535925
128 H -3.473782 4.323022 2.412704
129 H -1.875466 3.709756 1.989365
130 H -2.375346 3.739360 3.680396

Atomic forces in eV per Å
0.699 0.403 -1.747
-0.125 0.064 0.126
0.311 0.081 -0.016
-0.193 -0.741 0.359
-0.069 0.203 -0.018
0.062 -0.062 -0.114
0.103 -0.025 0.094
0.052 0.034 0.007
-0.112 -0.060 -0.094
-0.145 0.112 -0.359
0.160 -0.232 0.047
-0.336 -0.042 0.255
-0.138 -0.120 -0.115
-0.016 0.130 -0.166
0.122 -0.174 0.030
-0.163 0.282 0.013
0.032 -0.244 -0.172
-0.138 -0.007 0.862
-0.042 0.015 0.029
0.014 0.016 -0.014
-0.105 -0.028 -0.084
-0.083 0.065 -0.011
0.026 -0.007 -0.025
0.009 0.012 0.029
0.060 0.048 0.090
0.102 0.040 0.089
-0.019 0.050 0.052
0.105 0.007 -0.030
0.009 -0.019 0.028
-0.027 0.061 0.120
0.029 0.062 0.094
0.206 0.058 0.045
0.021 -0.035 0.037
0.047 -0.017 -0.018
-0.062 -0.022 -0.015
0.003 0.000 0.004
0.056 0.038 0.015
-0.016 -0.005 0.033
0.000 0.058 -0.073
0.160 -0.022 0.092
-0.190 -0.309 -0.428
0.001 0.616 -0.254
-0.277 -0.191 0.861
-0.607 -0.231 -0.516
0.002 0.079 0.479
-0.099 0.128 0.216
0.390 -0.003 -0.167
0.149 0.426 0.143
0.000 -0.064 0.065
0.008 0.034 0.029
-0.005 -0.016 -0.006
-0.007 -0.032 0.016
-0.069 0.002 -0.051
0.123 -0.038 0.047
-0.118 0.047 0.008
-0.001 0.005 0.086
0.002 0.027 0.048
0.114 -0.015 -0.023
-0.089 0.029 -0.053
-0.064 -0.066 -0.044
0.031 -0.067 -0.055
0.028 0.053 -0.005
-0.196 -0.005 0.028
0.088 -0.057 -0.032
-0.041 0.028 -0.064
0.013 0.028 -0.026
-0.111 -0.059 -0.022
0.076 -0.049 -0.074
0.010 -0.016 -0.006
-0.009 0.043 0.009
-0.044 -0.022 0.026
-0.091 -0.041 0.001
0.100 0.040 -0.013
-0.069 0.018 -0.037
-0.008 0.021 -0.002
-0.082 -0.026 -0.023
0.089 0.038 -0.007
0.063 -0.007 0.009
-0.077 -0.152 0.049
0.084 -0.003 -0.111
0.031 -0.020 0.009
0.040 -0.008 0.012
0.194 -0.001 0.463
-0.017 -0.045 -0.021
-0.052 0.065 -0.013
0.079 -0.052 0.105
0.007 -0.005 0.054
-0.032 0.035 -0.019
-0.023 -0.006 -0.027
-0.024 -0.015 0.018
-0.008 0.011 -0.001
0.000 -0.008 -0.011
0.002 -0.001 -0.003
-0.001 0.013 0.008
0.010 -0.003 -0.012
0.015 0.003 -0.005
0.008 0.006 -0.007
0.030 0.026 -0.049
-0.014 0.000 -0.026
-0.005 -0.003 -0.017
0.001 -0.011 -0.006
0.010 0.006 0.015
0.033 0.012 0.014
0.055 0.011 0.044
-0.027 -0.025 -0.013
0.003 -0.011 -0.003
-0.029 0.011 0.025
-0.019 -0.002 -0.005
0.006 -0.011 0.060
0.008 -0.032 -0.016
-0.035 -0.040 -0.007
-0.009 -0.014 -0.010
-0.012 0.024 -0.001
-0.022 0.007 0.000
-0.085 -0.016 -0.032
0.025 -0.021 -0.008
0.010 -0.005 -0.004
0.006 0.008 -0.015
0.029 -0.001 -0.025
0.025 -0.055 -0.006
0.023 0.012 0.012
0.018 -0.010 0.015
-0.006 0.009 0.007
-0.015 0.005 -0.010
-0.013 -0.011 -0.020
-0.033 -0.026 -0.021
-0.003 0.013 0.010
-0.001 -0.015 0.021
0.102 -0.005 -0.018
-0.004 0.027 -0.040

Properties
Multiplicity: 2
Total charge: -1
HOMO-LUMO gap (alpha / beta) in eV: 7.219 / 7.260
HOMO (alpha / beta) in eV: -4.9 / -4.9
Electronic energy in eV: -265739.15521
Energy above the lowest of the compared OMol25 structures with the same formula, charge and spin in eV: 0.0000

Atomic partial charges in e from the Löwdin method, atoms 1 to 6: 0.070, 0.084, -0.431, 0.062, -0.437, 0.078